{
  "formula": "C25H58FN9O2P3S",
  "method": "ωB97M-V with the def2-TZVPD basis set",
  "orbital_gap_ev": 5.95,
  "e_homo_ev": -9.771,
  "multiplicity": 1,
  "charge": 1,
  "e_lumo_ha": -0.140,
  "elements": ["C", "C", "C", "C", "N", "C", "C", "C", "N", "P", "C", "C", "C", "N", "C", "S", "C", "C", "F", "H", "H", "H", "H", "H", "H", "H", "H", "H", "H", "H", "H", "H", "H", "H", "H", "H", "H", "H", "H", "H", "H", "O", "P", "N", "C", "C", "N", "C", "C", "N", "C", "C", "H", "H", "H", "H", "H", "H", "H", "H", "H", "H", "H", "H", "H", "H", "H", "H", "H", "H", "O", "P", "N", "C", "C", "N", "C", "C", "N", "C", "C", "H", "H", "H", "H", "H", "H", "H", "H", "H", "H", "H", "H", "H", "H", "H", "H", "H", "H"],
  "positions_angstrom": [[3.2890, 1.8450, -3.6292], [2.5085, 1.7900, -4.7356], [2.3074, 2.9542, -5.7100], [0.8710, 2.9230, -6.0917], [0.4495, 2.2711, -7.1114], [-1.0243, 2.3657, -7.1958], [-1.4066, 2.5506, -5.6936], [-1.2262, 1.1264, -5.1175], [-1.5517, 0.9506, -3.7098], [-3.2254, 3.0646, -5.8070], [-4.1661, 2.4606, -4.3606], [-3.9650, 2.1862, -7.2487], [-0.3061, 3.6189, -5.3633], [0.2051, 3.6694, -3.9871], [-0.5815, 3.9211, -3.0862], [-1.5246, 4.4432, -1.9716], [-0.2898, 5.0059, -6.1184], [0.0020, 6.1931, -5.2176], [-1.4526, 5.2705, -6.8050], [2.8882, 1.6451, -2.6402], [4.3531, 2.0554, -3.7208], [1.9592, 0.8734, -4.9511], [2.9090, 2.7789, -6.6117], [2.5728, 3.8890, -5.2275], [1.0047, 1.7139, -7.7475], [-1.3764, 3.1398, -7.8746], [-1.3880, 1.4126, -7.5773], [-0.2358, 0.6984, -5.2923], [-1.9191, 0.5031, -5.6973], [-0.7672, 0.6252, -3.1590], [-1.8945, 1.7834, -3.2539], [-3.9753, 3.0934, -3.4948], [-4.0174, 1.4117, -4.1017], [-5.2168, 2.6044, -4.6197], [-5.0327, 2.3840, -7.1880], [-3.5926, 2.6099, -8.1789], [-3.7595, 1.1128, -7.2404], [0.5058, 4.9983, -6.8739], [-0.9002, 6.3998, -4.6360], [0.1856, 7.0759, -5.8242], [0.7990, 5.9985, -4.5050], [-1.2035, -0.8988, -1.1324], [-1.4873, -1.1586, 0.3128], [-0.1410, -2.0887, 0.7773], [-0.0607, -2.8796, 1.9927], [1.1663, -1.5094, 0.4760], [-2.8936, -2.1416, 0.1497], [-2.8994, -3.5318, 0.5695], [-3.6300, -1.9761, -1.0985], [-1.9325, -0.6723, 1.9061], [-3.3458, -0.3111, 2.1418], [-1.1170, 0.4877, 2.3499], [0.0529, -2.2639, 2.8927], [0.8096, -3.5385, 1.9396], [-0.9111, -3.5390, 2.1281], [1.5021, -0.8142, 1.2562], [1.1399, -0.9734, -0.4715], [1.9156, -2.2986, 0.3858], [-2.1210, -4.1289, 0.0785], [-3.8673, -3.9801, 0.3385], [-2.7943, -3.6161, 1.6524], [-3.1842, -2.5348, -1.9302], [-3.6795, -0.9284, -1.3879], [-4.6575, -2.3223, -0.9592], [-3.7217, 0.4248, 1.4259], [-3.4351, 0.1088, 3.1448], [-3.9834, -1.1876, 2.1090], [-1.3198, 1.3837, 1.7550], [-0.0529, 0.2598, 2.2760], [-1.3222, 0.7099, 3.3957], [1.8585, -1.4003, 4.7279], [2.3043, -2.2861, 5.8479], [1.3835, -1.6170, 7.1293], [1.6258, -1.8473, 8.5421], [-0.0517, -1.5082, 6.8839], [3.9537, -1.8244, 5.9768], [4.4585, -1.1404, 7.1544], [4.5399, -1.2672, 4.7631], [2.5672, -3.8032, 6.6270], [3.7797, -4.5618, 6.2533], [1.4145, -4.7120, 6.4032], [1.3388, -2.8536, 8.8756], [1.0390, -1.1305, 9.1206], [2.6604, -1.6813, 8.8194], [-0.5865, -2.4390, 7.1192], [-0.2467, -1.2600, 5.8422], [-0.4802, -0.7121, 7.4967], [3.9204, -0.2090, 7.3690], [5.5131, -0.8988, 7.0130], [4.4269, -1.7896, 8.0309], [4.2875, -0.2099, 4.6197], [4.2090, -1.8140, 3.8826], [5.6276, -1.3609, 4.8119], [3.8857, -4.6887, 5.1729], [3.7281, -5.5502, 6.7119], [4.6733, -4.0822, 6.6380], [1.3069, -4.9895, 5.3505], [0.4859, -4.2404, 6.7271], [1.5362, -5.6201, 6.9914]],
  "forces_ev_per_angstrom": [[0.061, -0.052, -0.521], [-0.054, 0.099, 0.522], [1.185, -1.204, -0.757], [0.440, -0.073, -0.291], [-0.684, 0.756, 0.106], [-0.265, -1.252, -0.017], [-0.627, -0.417, -1.802], [-0.327, -0.029, 0.951], [0.346, 0.170, 0.097], [-0.436, 2.265, 0.352], [0.096, -0.686, -0.135], [0.791, -0.603, 0.468], [2.050, -1.661, -0.257], [-1.594, 0.229, 0.297], [0.366, 0.780, -0.194], [0.031, -0.371, 0.170], [0.193, 1.045, 0.465], [-0.771, -0.118, 0.344], [-0.028, -0.249, -0.040], [0.439, -1.765, -0.173], [-0.326, 1.809, 0.385], [-1.266, 0.570, 0.786], [-0.073, 0.435, -0.138], [-0.017, 0.035, -0.028], [0.199, 0.187, 0.004], [0.395, 0.267, 0.089], [-0.090, 0.027, 0.025], [0.064, 0.168, -0.091], [0.011, 0.099, -0.136], [-0.135, -0.214, 0.062], [-0.185, -0.036, -0.074], [0.146, -0.020, -0.008], [-0.021, 0.013, 0.069], [0.020, 0.050, -0.073], [-0.031, -0.099, 0.018], [-0.059, 0.077, 0.002], [-0.338, -0.072, -0.120], [-0.096, -0.294, -0.097], [0.030, -0.034, 0.059], [0.225, -0.057, -0.028], [0.221, 0.101, -0.213], [0.311, 3.074, 0.686], [-0.781, -5.666, 0.345], [0.276, 0.348, -0.123], [-0.081, 0.076, 0.606], [0.076, 0.045, -0.391], [-0.030, -0.073, -0.209], [-0.049, 0.015, 0.390], [0.044, 0.059, -0.122], [-0.037, 2.635, -1.224], [-0.234, -0.209, 0.133], [0.477, -0.335, 0.220], [0.057, -0.041, 0.004], [0.085, 0.129, -0.161], [-0.107, 0.179, -0.067], [0.065, -0.104, 0.054], [-0.108, -0.021, -0.002], [-0.042, -0.044, 0.049], [-0.005, -0.033, 0.046], [-0.006, 0.081, -0.126], [0.092, 0.002, -0.032], [-0.013, 0.044, -0.033], [0.077, -0.013, -0.033], [0.038, -0.072, 0.088], [-0.035, 0.045, 0.044], [0.162, 0.082, -0.026], [0.072, -0.047, -0.169], [-0.074, 0.050, 0.080], [-0.023, -0.059, -0.027], [-0.037, -0.049, 0.006], [-0.946, -2.624, -1.435], [2.146, 3.861, 3.787], [-0.321, -0.213, -0.113], [0.033, -0.333, 0.182], [-0.067, 0.289, -0.296], [0.082, 0.068, -0.168], [0.052, -0.280, 0.272], [-0.074, 0.061, -0.135], [-0.716, -1.063, -2.606], [0.310, 0.011, 0.149], [-0.341, 0.180, 0.474], [-0.011, 0.004, -0.018], [-0.066, 0.025, -0.098], [-0.002, -0.111, -0.091], [-0.032, 0.053, 0.097], [0.093, -0.029, -0.016], [0.050, -0.015, 0.057], [0.015, -0.011, 0.047], [-0.025, 0.021, -0.149], [-0.083, 0.040, -0.005], [-0.007, -0.011, -0.047], [-0.065, 0.041, 0.007], [-0.006, -0.006, 0.115], [0.019, -0.072, 0.001], [-0.177, 0.001, -0.026], [-0.058, 0.160, -0.080], [0.042, -0.103, 0.015], [0.037, 0.068, -0.026], [0.063, 0.019, 0.021]],
  "mulliken_charge": [-0.732, -0.147, -1.130, -0.924, 0.232, -1.808, 0.983, -1.292, -0.041, 0.151, -1.081, -1.157, 1.925, -0.445, 0.335, -0.283, 0.646, -1.628, -0.362, 0.256, 0.285, 0.362, 0.538, 0.311, 0.340, 0.400, 0.650, 0.349, 0.420, 0.212, 0.023, 0.232, 0.340, 0.432, 0.448, 0.335, 0.339, 0.289, 0.398, 0.452, 0.364, -0.813, 0.612, 0.144, -0.836, -0.990, 0.281, -1.119, -1.036, 0.214, -0.971, -1.097, 0.289, 0.395, 0.086, 0.282, 0.225, 0.365, 0.312, 0.418, 0.299, 0.310, 0.300, 0.351, 0.313, 0.393, 0.282, 0.322, 0.246, 0.392, -0.838, 0.915, 0.039, -0.806, -0.996, 0.225, -1.132, -1.034, 0.014, -0.973, -1.022, 0.261, 0.382, 0.155, 0.329, 0.150, 0.385, 0.308, 0.414, 0.300, 0.309, 0.295, 0.351, 0.318, 0.393, 0.286, 0.344, 0.236, 0.408]
}